101
Properties=species:S:1:pos:R:3:forces:R:3 method="wB97M-V/def2-TZVPD" s2=3.906 e_above_lowest_kj_mol=0.0 spin_multiplicity=4 charge=+2
Mn 1.629 0.231 -0.741 1.1 -0.2 -0.5
N 8.796 -0.334 6.523 0.4 0.0 0.4
C 8.039 -0.320 5.666 0.1 0.0 0.2
C 7.083 -0.277 4.622 -0.5 0.0 -0.6
C 6.324 0.879 4.441 0.1 -0.2 0.0
C 5.380 0.925 3.438 0.1 0.0 -0.2
C 5.190 -0.168 2.591 0.3 0.1 0.3
C 5.960 -1.317 2.770 -0.2 0.1 -0.1
C 6.897 -1.376 3.784 0.0 0.1 0.1
C 4.143 -0.089 1.562 -0.2 0.0 -0.7
C 2.839 0.162 1.996 -0.3 0.0 0.1
C 2.372 0.345 3.321 -0.2 0.0 -0.2
C 1.006 0.523 3.238 0.1 0.0 0.2
C 0.673 0.413 1.882 0.2 0.1 0.2
N 1.757 0.206 1.135 -0.2 0.0 1.5
C 4.474 -0.250 0.209 0.0 0.1 0.3
C 5.771 -0.469 -0.307 -0.2 0.0 -0.4
C 5.656 -0.512 -1.686 0.2 -0.1 0.3
C 4.311 -0.304 -1.979 -0.2 0.1 0.4
N 3.580 -0.137 -0.860 -0.3 0.1 -0.5
H 6.474 1.726 5.092 0.0 0.1 0.0
H 4.801 1.823 3.286 -0.1 0.1 0.0
H 5.799 -2.175 2.135 0.0 -0.1 -0.1
H 7.483 -2.270 3.934 0.1 -0.1 0.0
H 2.976 0.346 4.206 0.1 0.0 0.2
H 0.329 0.710 4.045 -0.2 0.0 0.2
H -0.320 0.455 1.449 0.2 0.0 0.0
H 6.671 -0.551 0.270 0.1 0.0 0.1
H 6.444 -0.663 -2.396 0.2 0.0 -0.2
H 3.864 -0.265 -2.959 -0.1 0.0 0.0
O 1.353 0.663 -3.639 0.1 -0.1 0.5
C 1.457 0.442 -2.524 0.0 0.2 -1.8
Se -2.478 0.035 0.055 -0.3 0.0 -0.2
C -3.922 -0.500 -1.010 0.0 0.0 0.0
C -4.151 0.116 -2.240 0.2 0.2 0.1
C -5.265 -0.240 -2.970 -0.1 -0.1 -0.1
C -6.135 -1.212 -2.494 0.1 0.0 0.0
C -5.895 -1.829 -1.273 -0.1 -0.1 -0.1
C -4.789 -1.476 -0.527 0.1 -0.1 0.3
H -3.457 0.859 -2.608 0.0 0.1 -0.1
H -5.466 0.234 -3.917 0.0 0.1 -0.1
H -6.993 -1.493 -3.083 -0.1 0.0 0.0
H -6.570 -2.587 -0.907 0.0 -0.1 0.0
H -4.585 -1.948 0.424 -0.1 -0.1 0.1
C -7.626 1.077 0.919 -0.1 -0.1 0.0
C -6.317 1.716 0.604 0.3 -0.3 0.5
C -6.127 2.406 -0.601 0.3 0.1 0.1
C -4.922 2.998 -0.917 0.0 0.1 -0.1
C -3.857 2.919 -0.020 0.0 0.1 -0.5
N -2.608 3.487 -0.271 -0.1 -0.5 0.6
C -2.274 4.343 -1.288 0.9 0.4 -0.3
O -2.990 4.717 -2.173 -0.5 0.0 0.0
N -0.961 4.844 -1.187 -0.6 0.6 -0.2
C 0.231 4.223 -0.920 0.9 -0.7 0.3
C 1.384 5.015 -0.778 -0.1 -0.3 0.1
C 2.596 4.415 -0.526 -0.2 -0.1 -0.1
C 2.671 3.029 -0.471 0.1 -0.2 0.0
N 1.597 2.262 -0.653 0.0 0.6 0.2
C 0.404 2.835 -0.847 -0.3 0.4 -0.1
C -4.032 2.228 1.193 0.3 -0.2 0.2
C -5.247 1.634 1.489 -0.5 0.0 -0.2
H -8.447 1.604 0.438 -0.1 0.0 0.0
H -7.801 1.030 1.992 0.0 0.1 0.0
H -7.636 0.051 0.547 0.0 -0.1 -0.1
H -6.953 2.497 -1.289 -0.1 0.0 -0.1
H -4.803 3.539 -1.840 0.0 0.0 0.0
H -1.947 3.405 0.490 0.0 0.2 -0.1
H -0.876 5.751 -1.637 -0.1 -0.3 0.0
H 1.308 6.086 -0.875 0.0 0.2 0.1
H 3.486 5.006 -0.387 0.1 0.0 0.0
H 3.613 2.523 -0.305 0.0 -0.1 0.0
H -0.441 2.162 -1.007 0.2 0.1 0.0
H -3.239 2.223 1.930 0.0 0.1 0.1
H -5.371 1.118 2.429 0.0 0.0 0.1
C 2.538 -3.125 -1.044 -0.1 0.2 0.0
P 1.089 -2.020 -0.963 -0.3 -0.7 0.0
C 0.137 -2.677 0.447 0.2 0.1 -0.2
C 0.790 -2.695 1.678 0.0 -0.1 -0.2
C 0.139 -3.162 2.803 0.0 0.0 0.1
C -1.170 -3.606 2.705 0.0 0.0 0.0
C -1.820 -3.596 1.482 -0.2 0.1 0.1
C -1.179 -3.122 0.348 0.2 0.1 -0.1
C 0.142 -2.415 -2.464 0.1 0.2 0.2
C 0.392 -3.527 -3.265 0.0 0.2 0.1
C -0.323 -3.700 -4.440 0.0 0.0 0.0
C -1.298 -2.786 -4.807 0.0 0.0 0.0
C -1.562 -1.686 -4.004 -0.1 0.0 0.0
C -0.830 -1.493 -2.850 0.0 -0.1 0.2
H 3.023 -2.967 -2.008 0.1 -0.1 0.1
H 2.219 -4.161 -0.935 0.0 0.0 0.0
H 3.240 -2.873 -0.251 0.0 0.0 0.0
H 1.814 -2.349 1.746 0.0 0.0 0.1
H 0.649 -3.182 3.753 0.1 0.0 0.1
H -1.684 -3.962 3.583 -0.1 -0.1 0.1
H -2.834 -3.956 1.409 -0.1 -0.1 0.0
H -1.690 -3.116 -0.607 0.0 -0.1 -0.1
H 1.148 -4.247 -2.987 0.0 -0.1 0.0
H -0.105 -4.543 -5.077 0.0 -0.1 0.0
H -1.844 -2.923 -5.726 -0.1 0.0 -0.1
H -2.323 -0.975 -4.287 -0.1 0.1 -0.1
H -0.985 -0.608 -2.229 -0.1 -0.1 -0.2



107
Properties=species:S:1:pos:R:3:forces:R:3 method="wB97M-V/def2-TZVPD" e_above_lowest_kj_mol=36.4 charge=-2
Ca -0.241 -0.089 -1.725 0.3 -0.1 0.2
O -0.321 1.733 -0.411 -0.1 0.3 0.0
Si -0.581 2.421 1.002 0.3 -0.4 -0.4
C -0.696 4.310 0.858 -0.1 0.3 -0.1
C -1.355 4.866 -0.250 0.1 0.1 0.2
C -1.470 6.241 -0.419 0.1 -0.1 0.1
C -0.924 7.102 0.529 0.0 0.0 0.0
C -0.276 6.581 1.641 0.0 -0.1 -0.1
C -0.167 5.201 1.800 0.0 0.0 -0.1
C -2.170 1.837 1.825 -0.3 -0.1 0.0
C -2.730 2.502 2.924 0.0 -0.1 -0.1
C -3.889 2.041 3.536 0.0 -0.1 -0.1
C -4.519 0.896 3.054 0.1 0.0 0.0
C -3.986 0.222 1.961 0.1 0.1 0.0
C -2.823 0.690 1.352 0.0 0.1 0.1
C 0.806 2.107 2.244 0.3 0.0 0.2
C 0.614 1.532 3.504 0.2 0.1 -0.1
C 1.680 1.327 4.379 0.0 0.0 -0.1
C 2.968 1.685 4.005 0.0 0.0 0.0
C 3.186 2.251 2.752 -0.1 -0.1 0.0
C 2.119 2.457 1.888 -0.1 -0.1 0.1
H -1.789 4.209 -0.996 0.0 -0.1 0.0
H -1.973 6.634 -1.295 0.0 0.0 0.0
H -0.999 8.174 0.396 0.0 0.0 0.0
H 0.154 7.247 2.380 0.0 0.0 0.0
H 0.361 4.813 2.666 0.0 0.0 0.0
H -2.254 3.402 3.307 0.0 0.0 0.0
H -4.304 2.573 4.384 0.0 0.0 0.0
H -5.424 0.535 3.528 0.0 0.0 0.0
H -4.467 -0.669 1.574 0.0 0.0 0.0
H -2.427 0.141 0.502 0.0 0.1 0.1
H -0.382 1.221 3.803 0.0 0.0 0.0
H 1.505 0.869 5.345 0.0 0.0 0.0
H 3.800 1.515 4.679 0.0 0.0 0.0
H 4.191 2.517 2.444 0.0 0.0 0.0
H 2.312 2.883 0.907 0.0 0.0 0.0
N 5.605 -2.816 6.403 0.0 0.0 0.1
C 4.919 -2.607 5.502 -0.5 0.2 -0.6
C 4.053 -2.342 4.365 0.4 -0.1 0.5
C 2.683 -2.579 4.449 -0.2 0.0 0.0
C 1.863 -2.326 3.365 0.0 0.0 0.1
C 2.381 -1.832 2.156 -0.2 0.2 -0.1
C 3.765 -1.597 2.095 0.1 0.0 0.0
C 4.587 -1.846 3.177 0.0 0.1 -0.2
C 1.531 -1.550 1.046 -0.1 -0.1 -0.1
C 0.807 -1.299 0.078 0.6 -0.4 1.0
H 2.263 -2.953 5.374 0.0 0.0 0.0
H 0.795 -2.491 3.434 0.0 0.0 0.0
H 4.174 -1.204 1.174 0.0 0.0 0.0
H 5.650 -1.652 3.110 0.0 0.0 0.0
C 0.215 -3.408 -2.961 0.1 -0.1 0.0
N 1.514 -3.337 -3.622 0.1 -0.1 0.1
C 1.796 -4.278 -4.685 -0.1 0.0 0.1
C 3.291 -4.388 -4.889 0.1 -0.1 0.1
C 3.834 -3.010 -5.186 0.0 0.1 0.0
N 3.430 -2.073 -4.158 0.0 -0.1 0.1
C 4.112 -0.794 -4.167 0.0 0.0 -0.1
C 2.216 -2.166 -3.499 -0.1 0.1 -0.4
O 1.793 -1.243 -2.826 0.0 0.3 0.4
H -0.016 -4.458 -2.772 0.0 0.0 -0.1
H -0.588 -2.960 -3.552 0.0 0.0 0.0
H 0.259 -2.910 -1.996 0.0 0.0 0.0
H 1.309 -3.977 -5.622 0.0 0.0 0.0
H 1.370 -5.240 -4.398 0.0 -0.1 0.0
H 3.523 -5.074 -5.706 0.0 0.0 0.0
H 3.748 -4.768 -3.972 0.0 0.0 0.0
H 3.477 -2.678 -6.173 0.0 0.0 0.0
H 4.926 -3.015 -5.230 0.0 0.0 0.0
H 5.178 -0.944 -3.974 0.0 0.0 0.0
H 3.694 -0.156 -3.398 0.0 0.0 0.0
H 3.996 -0.289 -5.132 0.0 0.0 0.0
F 3.744 4.042 -1.419 0.0 0.0 0.0
C 2.663 4.371 -2.148 0.2 0.4 0.0
C 1.701 3.489 -2.401 -0.5 -0.4 -0.1
N 0.574 3.791 -3.131 0.1 -0.1 -0.1
C -0.412 2.736 -3.417 -0.1 0.5 0.5
C 0.169 1.569 -4.215 0.0 -0.7 -0.1
O 0.999 1.836 -5.083 0.1 -0.1 -0.1
O -0.312 0.429 -3.886 0.3 1.0 -0.8
C 0.389 5.048 -3.645 -0.2 0.0 0.0
O -0.584 5.403 -4.288 0.1 0.0 0.1
N 1.415 5.937 -3.362 0.1 0.1 0.0
C 2.588 5.723 -2.654 0.0 0.0 0.1
O 3.418 6.601 -2.506 0.0 0.1 0.0
H 1.760 2.486 -2.002 -0.1 -0.1 0.0
H -1.179 3.200 -4.029 -0.1 0.0 0.0
H -0.841 2.419 -2.459 0.1 0.1 -0.2
H 1.283 6.866 -3.730 0.0 0.0 0.0
C -6.237 -4.002 3.487 0.1 0.0 -0.1
C -6.299 -5.508 3.537 0.0 -0.1 0.1
O -6.907 -6.103 4.395 0.0 0.0 0.0
S -5.434 -6.493 2.317 -0.1 0.0 0.2
C -4.643 -5.298 1.293 0.1 0.2 -0.2
C -5.246 -4.876 0.110 0.1 0.1 -0.1
C -4.656 -3.893 -0.672 -0.1 -0.1 0.1
C -3.449 -3.293 -0.286 0.2 0.3 -0.1
C -2.835 -3.750 0.891 0.0 -0.1 0.1
C -3.422 -4.738 1.664 0.1 0.1 -0.1
C -2.849 -2.229 -1.035 -0.2 -0.3 -0.2
C -2.302 -1.335 -1.681 -0.6 -0.5 0.3
H -7.114 -3.616 4.003 0.0 0.0 0.0
H -6.172 -3.614 2.473 0.0 0.0 0.0
H -5.343 -3.671 4.019 0.0 0.0 0.0
H -6.192 -5.315 -0.188 0.0 0.0 0.0
H -5.128 -3.558 -1.587 0.0 0.0 0.0
H -1.892 -3.300 1.179 0.0 0.0 0.0
H -2.938 -5.074 2.574 0.0 0.0 0.0



103
Properties=species:S:1:pos:R:3:forces:R:3 method="wB97M-V/def2-TZVPD" e_tot_ha=-3077.3100 charge=0
N 3.844 0.720 1.036 -0.2 0.0 0.1
C 2.972 1.011 -0.110 0.1 0.0 0.0
C 1.813 1.986 0.196 0.4 0.0 -0.2
C 1.844 2.642 1.567 -0.3 0.0 0.2
C 0.669 3.607 1.804 0.2 0.1 -0.1
O -0.412 3.367 0.884 0.0 -0.2 0.2
S -1.869 3.216 1.606 0.2 -0.3 -0.1
O -2.399 4.539 1.779 -0.1 0.4 0.0
O -2.581 2.648 0.280 0.0 -0.1 0.1
C -2.818 1.223 0.165 0.1 0.0 -0.2
C -1.925 0.280 0.948 -0.3 -0.2 0.0
C -2.141 -1.137 0.402 0.3 0.1 0.0
N -2.029 -2.132 1.468 -0.1 0.1 0.1
H 4.380 -0.115 0.838 0.2 0.0 0.0
H 3.296 0.492 1.857 0.0 0.0 0.0
H 3.600 1.448 -0.884 0.1 0.0 0.0
H 2.550 0.099 -0.541 0.0 0.0 -0.1
H 1.828 2.772 -0.559 -0.1 0.0 -0.1
H 0.872 1.465 0.055 -0.1 0.0 0.1
H 2.769 3.200 1.695 0.1 0.0 0.0
H 1.826 1.886 2.353 0.0 -0.1 0.0
H 0.305 3.513 2.829 0.0 0.0 0.1
H 0.987 4.640 1.675 -0.1 0.1 -0.1
H -2.687 1.018 -0.897 -0.1 0.0 -0.1
H -3.857 1.031 0.428 -0.1 0.0 0.0
H -0.878 0.550 0.842 0.1 0.1 0.1
H -2.196 0.279 2.004 0.0 0.1 0.1
H -1.401 -1.311 -0.386 0.0 0.0 -0.1
H -3.126 -1.195 -0.061 -0.1 -0.1 0.1
H -1.638 -2.998 1.128 0.0 -0.1 -0.1
H -1.414 -1.801 2.200 0.1 0.0 0.0
C 5.564 4.711 3.192 0.0 0.0 0.0
C 6.627 5.466 3.678 0.0 0.0 0.0
C 7.458 4.948 4.656 0.0 0.1 -0.1
C 7.224 3.674 5.159 0.0 -0.1 0.0
C 6.145 2.926 4.686 0.1 0.0 0.0
C 5.322 3.445 3.694 0.0 0.0 -0.1
C 5.854 1.567 5.225 0.0 0.0 -0.1
O 4.910 0.927 4.815 -0.1 -0.1 0.0
C 6.755 1.030 6.284 0.0 0.1 0.0
C 6.490 -0.222 6.824 0.0 -0.1 0.0
C 7.317 -0.740 7.804 0.0 0.0 0.0
C 8.415 -0.011 8.249 0.0 0.0 0.0
C 8.682 1.238 7.717 0.0 -0.1 0.1
C 7.852 1.766 6.737 -0.1 0.0 0.0
C 8.148 3.123 6.192 0.0 0.0 0.0
O 9.110 3.754 6.574 0.0 0.0 0.0
H 4.925 5.114 2.417 0.0 0.0 0.0
H 6.809 6.458 3.287 0.0 0.0 0.0
H 8.295 5.519 5.033 0.0 0.0 0.0
H 4.507 2.842 3.316 0.0 -0.1 0.0
H 5.635 -0.779 6.467 0.0 0.0 0.0
H 7.108 -1.715 8.225 0.0 0.0 0.0
H 9.062 -0.420 9.013 0.0 0.0 0.0
H 9.530 1.817 8.056 0.0 0.1 0.0
C 2.874 -4.999 -7.087 0.0 0.0 0.0
C 3.803 -4.557 -6.152 0.0 0.0 0.0
C 3.487 -3.519 -5.293 0.1 -0.1 0.0
C 2.239 -2.913 -5.370 -0.1 0.0 0.0
C 1.309 -3.350 -6.315 0.0 0.1 0.0
C 1.630 -4.398 -7.169 0.0 -0.1 0.0
C -0.029 -2.703 -6.438 0.0 0.0 0.0
O -0.840 -3.090 -7.251 0.0 0.0 0.0
C -0.334 -1.561 -5.528 0.1 0.0 0.0
C -1.557 -0.912 -5.646 -0.1 0.0 0.0
C -1.862 0.145 -4.806 0.0 0.0 0.0
C -0.950 0.555 -3.839 0.0 0.0 0.0
C 0.269 -0.089 -3.717 0.0 0.1 0.1
C 0.584 -1.145 -4.563 0.0 -0.1 -0.1
C 1.914 -1.806 -4.426 0.0 0.0 0.0
O 2.704 -1.451 -3.578 0.0 0.0 0.0
H 3.122 -5.814 -7.754 0.0 0.0 0.0
H 4.777 -5.025 -6.094 0.0 0.0 0.0
H 4.198 -3.169 -4.559 0.0 0.0 0.0
H 0.899 -4.729 -7.893 0.0 0.0 0.0
H -2.258 -1.243 -6.399 0.0 0.0 0.0
H -2.813 0.652 -4.903 0.0 0.0 0.0
H -1.192 1.380 -3.181 0.0 0.0 0.0
H 0.986 0.221 -2.969 0.1 0.0 0.0
C -8.397 1.750 -2.850 0.0 0.0 0.0
C -7.307 1.970 -2.014 0.0 0.0 0.0
C -6.785 0.929 -1.266 0.0 0.1 0.0
C -7.353 -0.336 -1.345 0.0 -0.1 0.0
C -8.454 -0.554 -2.176 0.0 0.0 0.1
C -8.970 0.492 -2.930 0.0 0.1 0.0
C -9.101 -1.895 -2.262 0.0 0.0 0.0
O -10.050 -2.087 -2.992 0.0 0.0 0.0
C -8.544 -2.991 -1.417 0.0 0.1 0.0
C -9.151 -4.240 -1.448 0.0 -0.1 0.0
C -8.642 -5.273 -0.679 0.0 0.0 0.0
C -7.523 -5.064 0.120 0.0 0.0 0.0
C -6.915 -3.822 0.156 0.0 -0.1 0.0
C -7.426 -2.780 -0.609 0.0 0.1 0.0
C -6.765 -1.447 -0.542 0.0 0.0 0.0
O -5.778 -1.273 0.142 0.1 0.1 0.0
H -8.801 2.564 -3.436 0.0 0.0 0.0
H -6.866 2.955 -1.946 0.0 0.0 0.0
H -5.937 1.087 -0.614 0.0 0.0 0.0
H -9.819 0.309 -3.573 0.0 -0.1 0.0
H -10.017 -4.390 -2.076 0.0 0.1 0.0
H -9.117 -6.244 -0.702 0.0 0.0 0.0
H -7.126 -5.875 0.717 0.0 0.0 0.0
H -6.046 -3.645 0.774 0.0 0.1 0.0



Respective M values: 910.8 932.1 834.9 g/mol.
Respective maximum force values: 0.036 0.026 0.008 hartree/bohr.